Formula: CH5NOP
Source: OMol25
Level of theory: the ωB97M-V functional and the def2-TZVPD basis

The largest force on an atom comes out at 2.12 eV/Å. For the HOMO-LUMO gap, the calculation gives 0.2856 hartree. Its charge is -1. Its structure (SMILES) is CN=[PH2][O-]. Its LUMO energy is 0.172 Eh.

Positions of all 9 atoms, in Å:
C 1.11000 -0.72017 -0.24459
N 0.18276 -0.43868 0.78702
O -1.85931 1.31123 1.46483
P -0.96340 0.60849 0.45032
H 0.48638 -1.04545 -1.19149
H 1.63338 0.26118 -0.48239
H 1.90727 -1.48636 0.06497
H -0.64707 1.64868 -0.45454
H -1.85001 -0.13892 -0.39413